No. 1
This record from OMol25 describes 5 unconnected molecules or ions with the total composition H10O5. The level of theory is wB97M-V/def2-TZVPD.

Last column: Löwdin charge in e.
Geometry (Å):
O1 -15.5137 6.0325 -6.0090  -0.076
H1 -16.2294 6.5285 -5.6051  0.018
H2 -15.4268 5.2199 -5.4829  -0.021
O2 -17.5158 3.3394 -2.6479  -0.048
H3 -17.7281 4.0261 -3.2881  0.038
H4 -17.4884 3.7988 -1.8037  0.047
O3 -14.0352 0.9560 -4.6618  -0.042
H5 -13.2272 0.5300 -4.9688  0.065
H6 -14.6306 0.2341 -4.4393  0.070
O4 -11.6580 2.3395 -3.5443  -0.052
H7 -11.6664 1.6149 -2.9132  0.033
H8 -12.5075 2.2777 -3.9940  -0.009
O5 -15.1255 3.5579 -4.6798  -0.051
H9 -15.9566 3.2419 -4.3093  0.019
H10 -14.6175 2.7540 -4.8566  0.008

Computed properties:
Gap between HOMO and LUMO ... 10.752 eV
Largest force on an atom ... 0.3 eV/Å
SMILES ... O.O.O.O.O
Energy above the lowest of the compared OMol25 structures with the same formula, charge and spin ... 99.1 kJ/mol
Highest occupied orbital energy ... -10.6 eV

No. 2
This record from OMol25 describes a molecular structure, C23H41AsCl2O6S3SiZn in a non-equilibrium geometry. The level of theory is wB97M-V/def2-TZVPD.

Last column: Löwdin charge in e.
Geometry (Å):
Zn1 0.6165 3.3143 -2.2982  0.262
C1 -1.3544 0.1813 2.3972  -0.080
C2 -0.0280 -0.0933 1.7912  -0.666
C3 0.9652 0.7295 2.5659  -0.027
C4 -0.1483 0.2689 0.3094  -0.042
O1 0.3035 -1.4491 1.8972  -0.135
Si1 -0.3840 -2.8757 2.0300  -0.099
S1 -2.2377 -3.1240 0.7976  0.024
O2 -0.7213 -3.1443 3.6112  -0.191
C5 -1.2008 -4.4017 4.2680  -0.616
C6 -0.6545 -4.2816 5.7105  -0.059
C7 -0.7560 -5.6314 3.5343  -0.060
C8 -2.7345 -4.1244 4.2993  -0.073
O3 0.6958 -3.9814 1.4398  -0.206
C9 1.2839 -4.1849 0.1307  -0.639
C10 1.2733 -2.8409 -0.5372  -0.059
C11 2.6084 -4.8431 0.4070  -0.048
C12 0.3265 -5.1991 -0.5118  -0.054
H1 -1.6540 1.2545 2.3481  0.098
H2 -1.4008 -0.0372 3.4804  0.089
H3 -2.1221 -0.3851 1.9290  0.034
H4 1.1348 1.6781 2.0608  0.068
H5 1.9696 0.2726 2.4515  0.093
H6 0.7015 0.9784 3.6249  0.089
H7 -0.6239 1.2437 0.2962  0.025
H8 -0.8159 -0.4549 -0.2031  0.086
H9 0.8066 0.3673 -0.2127  0.073
H10 0.3260 -4.8561 5.8075  0.086
H11 -1.4088 -4.8512 6.3508  0.080
H12 -0.6322 -3.2240 6.0551  0.085
H13 0.3428 -5.6506 3.4142  0.088
H14 -1.2717 -5.7210 2.5481  0.091
H15 -0.9787 -6.4544 4.2137  0.074
H16 -3.0435 -3.2169 4.8258  0.077
H17 -3.3400 -5.0255 4.7005  0.092
H18 -2.9540 -4.0636 3.2146  0.003
H19 1.7398 -2.0803 0.0889  0.086
H20 0.2594 -2.4607 -0.6280  0.050
H21 1.7860 -2.8691 -1.5108  0.086
H22 3.2138 -4.2038 1.0667  0.084
H23 3.2700 -5.0623 -0.4486  0.079
H24 2.3487 -5.7683 0.9578  0.079
H25 -0.6940 -4.8544 -0.3336  -0.001
H26 0.4200 -6.1296 0.0291  0.065
H27 0.6395 -5.2994 -1.5258  0.067
S2 -0.0972 3.9673 -0.1323  0.586
C13 1.3158 4.7738 0.3540  -0.752
C14 1.3628 5.6073 1.4631  -0.159
C15 2.4374 6.4784 1.5963  -0.160
C16 3.5013 6.4033 0.7385  -0.165
C17 3.5632 5.4729 -0.2811  -0.208
C18 2.4428 4.6913 -0.5449  -0.756
S3 2.8424 3.6082 -1.7983  0.593
H28 0.5203 5.5109 2.2208  0.111
H29 2.5305 7.1915 2.4328  0.087
H30 4.3626 7.0042 0.9750  0.076
H31 4.4849 5.3473 -0.8524  0.075
Cl1 2.4693 1.7319 -4.9059  0.541
C19 1.3293 0.3735 -4.5181  -0.911
Cl2 0.0585 0.1723 -5.8141  0.542
C20 1.0106 0.4359 -3.0031  -0.663
O4 1.5616 -0.3961 -2.2636  0.037
O5 0.1203 1.3528 -2.6307  -0.202
H32 1.9463 -0.4970 -4.6121  0.034
C21 -1.8334 4.6808 -6.3285  -0.214
As1 -2.0145 3.9343 -4.4914  1.140
C22 -3.4993 4.6889 -3.2865  -0.185
C23 -2.3968 1.9877 -4.5610  -0.209
O6 -0.4721 4.0454 -3.6752  -0.596
H33 -2.7594 4.5495 -6.8382  0.001
H34 -0.9992 4.1633 -6.9008  0.064
H35 -1.6317 5.7655 -6.2511  0.032
H36 -2.8567 5.3130 -2.6171  0.027
H37 -3.7963 3.7936 -2.6199  0.067
H38 -4.2745 5.3540 -3.6323  0.004
H39 -1.5368 1.7041 -3.9810  -0.029
H40 -2.2302 1.6263 -5.5900  -0.001
H41 -3.3340 1.7187 -4.0940  0.033

Computed properties:
Gap between HOMO and LUMO ... 4.363 eV
Largest force on an atom ... 4.4 eV/Å
Net charge ... -2
Energy above the lowest of the compared OMol25 structures with the same formula, charge and spin ... 256.6 kJ/mol
Highest occupied orbital energy ... -1.1 eV

No. 3
This record from OMol25 describes 4 unconnected molecules or ions with the total composition C28H54ClN2O8 in a non-equilibrium geometry. The level of theory is wB97M-V/def2-TZVPD.

Last column: Mulliken spin population.
Geometry (Å):
C1 -2.9625 -1.6119 3.8737  0.000
C2 -2.7183 -0.2493 3.2572  0.000
O1 -1.8977 0.5124 3.7591  0.000
N1 -3.4298 0.1326 2.0572  0.000
C3 -4.8711 -0.0651 2.2084  0.000
C4 -2.9052 -0.6801 0.9404  -0.002
C5 -3.3284 -0.1511 -0.4241  0.004
C6 -2.3347 0.9312 -0.8787  0.006
C7 -2.7601 1.5442 -2.2141  0.011
C8 -1.6148 2.0446 -3.0933  -0.011
Cl1 -2.4387 2.5014 -4.6868  0.000
C9 -0.6172 0.9249 -3.4490  0.032
C10 0.8478 1.3473 -3.3495  -0.013
C11 1.2882 2.2212 -4.5230  0.025
C12 1.7085 0.0645 -3.3945  -0.002
N2 1.0800 1.9714 -2.0304  0.437
O2 1.0183 1.1434 -1.0579  0.505
C13 0.3792 3.2622 -1.8151  -0.009
C14 1.2824 4.4502 -2.2422  0.015
C15 0.1427 3.4477 -0.3130  -0.009
C16 -0.9721 3.3583 -2.5798  0.025
H1 -4.0180 -1.8562 3.9644  0.000
H2 -2.4873 -2.3970 3.2916  0.000
H3 -2.5423 -1.6036 4.8720  0.000
H4 -5.1244 -1.1246 2.3182  0.000
H5 -5.4124 0.3108 1.3469  0.000
H6 -5.2154 0.4970 3.0727  0.000
H7 -3.2569 -1.7154 1.0694  0.000
H8 -1.8195 -0.7266 1.0076  0.001
H9 -3.2285 -0.9807 -1.1251  0.000
H10 -4.3379 0.2450 -0.4136  0.001
H11 -2.3623 1.7084 -0.1165  0.002
H12 -1.3551 0.4663 -0.9160  -0.005
H13 -3.2378 0.7550 -2.8020  0.001
H14 -3.5141 2.3174 -2.0866  -0.006
H15 -0.7737 0.6590 -4.4915  -0.003
H16 -0.7999 0.0171 -2.8816  0.008
H17 1.2115 1.6463 -5.4450  -0.002
H18 0.7278 3.1487 -4.5968  0.002
H19 2.3493 2.4318 -4.3878  -0.011
H20 1.2257 -0.6995 -2.7922  0.002
H21 2.7078 0.2449 -3.0153  -0.006
H22 1.7125 -0.2884 -4.4209  -0.001
H23 1.7117 4.9334 -1.3685  -0.001
H24 0.7138 5.2086 -2.7730  0.000
H25 2.1023 4.1174 -2.8710  -0.009
H26 1.0818 3.3761 0.2267  -0.001
H27 -0.5950 2.7646 0.0857  0.015
H28 -0.2101 4.4715 -0.1838  -0.001
H29 -0.9208 4.0453 -3.4150  0.001
H30 -1.6806 3.8063 -1.8829  -0.001
O3 -1.0943 -4.4378 3.9810  0.000
C17 0.0334 -4.0445 4.1095  0.000
O4 0.2667 -2.7333 3.9519  0.000
C18 1.5082 -2.0997 4.2839  0.000
C19 2.4906 -2.1426 3.1337  0.000
C20 1.1935 -4.9807 4.3493  0.000
H31 1.9275 -2.5176 5.1990  0.000
H32 1.2495 -1.0660 4.5054  0.000
H33 2.7697 -3.1666 2.8816  0.000
H34 3.3947 -1.5922 3.3924  0.000
H35 2.0478 -1.6959 2.2430  0.000
H36 1.5998 -5.2900 3.3874  0.000
H37 0.8175 -5.8579 4.8690  0.000
H38 1.9868 -4.5503 4.9562  0.000
O5 1.6121 0.2838 -6.9158  0.000
C21 1.3630 -0.7843 -7.4069  0.000
O6 2.3785 -1.6079 -7.7058  0.000
C22 2.1914 -2.9726 -8.0911  0.000
C23 1.9775 -3.1146 -9.5835  0.000
C24 -0.0482 -1.1833 -7.7669  0.000
H39 1.3876 -3.4320 -7.5149  0.000
H40 3.1115 -3.4760 -7.8002  0.000
H41 1.0642 -2.6154 -9.9078  0.000
H42 1.9095 -4.1671 -9.8588  0.000
H43 2.8074 -2.6632 -10.1266  0.000
H44 -0.2536 -0.8643 -8.7878  0.000
H45 -0.7282 -0.6637 -7.0964  0.000
H46 -0.2430 -2.2491 -7.6736  0.000
O7 3.5994 -0.4355 6.4695  0.000
C25 2.9066 0.2588 7.1598  0.000
O8 2.1048 -0.3287 8.0665  0.000
C26 1.3901 0.4008 9.0672  0.000
C27 0.0426 0.8762 8.5647  0.000
C28 2.8395 1.7565 6.9758  0.000
H47 1.9956 1.2194 9.4581  0.000
H48 1.2518 -0.3038 9.8855  0.000
H49 0.1465 1.5806 7.7394  0.000
H50 -0.5106 1.3660 9.3663  0.000
H51 -0.5424 0.0321 8.2004  0.000
H52 2.0540 1.9872 6.2570  0.000
H53 3.7917 2.0889 6.5719  0.000
H54 2.6608 2.3073 7.8962  0.000

Computed properties:
Gap between HOMO and LUMO (alpha / beta) ... 8.672 / 9.521 eV
Largest force on an atom ... 1.9 eV/Å
Highest occupied orbital energy (alpha / beta) ... -8.1 / -8.9 eV
2S+1 ... 2

No. 4
This record from OMol25 describes 2 unconnected molecules or ions with the total composition C3H11N2S in a non-equilibrium geometry. The level of theory is wB97M-V/def2-TZVPD.

Last column: Mulliken spin population.
Geometry (Å):
C1 -2.1517 -0.6670 -3.0149  0.000
C2 -2.2799 -0.1872 -1.5868  0.000
S1 -0.5952 0.0452 -0.9054  0.000
H1 -1.7233 0.1709 -3.6332  0.000
H2 -1.3681 -1.4104 -3.1017  0.000
H3 -3.0646 -0.9959 -3.5090  0.000
H4 -2.8291 -0.8177 -0.8805  0.000
H5 -2.7361 0.8043 -1.6562  0.000
H6 -0.6698 -1.0614 -0.1576  -0.002
N1 1.0391 0.2318 2.0424  0.172
C3 2.2606 0.8049 1.8070  0.753
N2 3.1975 0.7198 2.8356  0.051
H7 0.8073 0.0905 3.0077  -0.005
H8 0.3257 0.2632 1.3331  -0.026
H9 2.7362 1.1772 0.9034  0.022
H10 4.0792 0.2365 2.7050  0.035
H11 2.9723 0.5953 3.8112  -0.001

Computed properties:
Gap between HOMO and LUMO (alpha / beta) ... 5.845 / 9.798 eV
Largest force on an atom ... 2.0 eV/Å
Energy above the lowest of the compared OMol25 structures with the same formula, charge and spin ... 63.2 kJ/mol
Highest occupied orbital energy (alpha / beta) ... -4.9 / -8.9 eV
2S+1 ... 2

No. 5
This record from OMol25 describes a molecular structure, C11H9Br2F6N4O5PbS3 in a non-equilibrium geometry. The level of theory is wB97M-V/def2-TZVPD.

Last column: Löwdin charge in e.
Geometry (Å):
Pb1 -1.0019 1.3595 -0.2694  1.060
N1 0.3096 4.9482 -2.9265  0.035
C1 0.1376 3.8449 -2.1329  -0.907
S1 -1.5205 3.4632 -1.7532  0.449
N2 1.2046 3.2100 -1.7933  -0.043
N3 1.1325 2.0449 -1.0705  -0.139
C2 2.2860 1.4691 -0.9829  -0.078
C3 2.6921 0.2452 -0.3657  -0.141
C4 4.0891 0.0610 -0.2986  -0.071
C5 4.6584 -1.0736 0.2167  -0.124
C6 3.8190 -2.1017 0.6501  -0.089
C7 2.4543 -1.9744 0.5699  -0.002
C8 1.8363 -0.7919 0.1003  -0.316
O1 0.5308 -0.6871 0.0948  -0.316
H1 -0.4716 5.5779 -2.9728  0.058
H2 1.2356 5.3438 -2.9402  0.084
H3 3.0879 2.0216 -1.4754  0.119
H4 4.7248 0.8636 -0.6543  0.101
H5 5.7337 -1.1703 0.2815  0.087
H6 4.2506 -3.0075 1.0560  0.098
H7 1.8062 -2.7672 0.9006  0.096
Br1 -0.5888 3.1930 2.1607  0.572
C9 -1.9420 2.2744 3.2040  -1.016
Br2 -3.5959 2.2030 2.2374  0.593
H8 -2.0913 2.8317 4.1208  0.000
H9 -1.5851 1.2623 3.3564  -0.019
F1 -3.3797 -3.4158 -1.8054  0.121
C10 -2.8961 -2.2431 -2.2298  -0.658
F2 -3.8373 -1.3142 -2.0043  0.112
F3 -2.7613 -2.3388 -3.5613  0.119
S2 -1.2942 -1.7748 -1.3654  0.606
O2 -1.1319 -0.4463 -1.9865  -0.455
O3 -0.3896 -2.8124 -1.7447  -0.253
N4 -1.9870 -1.8236 0.0573  -0.318
S3 -1.2540 -1.9595 1.4619  0.612
O4 -1.1317 -0.7357 2.2415  -0.365
O5 -0.4279 -3.0832 1.7823  -0.268
C11 -2.8577 -2.5604 2.2786  -0.650
F4 -3.8817 -1.7077 2.0902  0.093
F5 -2.7067 -2.6618 3.6179  0.096
F6 -3.2549 -3.7662 1.8540  0.114

Computed properties:
Gap between HOMO and LUMO ... 7.171 eV
Largest force on an atom ... 4.1 eV/Å
Net charge ... -1
Energy above the lowest of the compared OMol25 structures with the same formula, charge and spin ... 134.3 kJ/mol
Highest occupied orbital energy ... -4.9 eV

No. 6
This record from OMol25 describes C21H23ClN2O3 in the gas phase. The level of theory is wB97M-V/def2-TZVPD.

Last column: Löwdin charge in e.
Geometry (Å):
O1 -2.2865 -2.3622 0.9215  0.057
C1 -2.0582 -1.5799 0.0204  -0.465
C2 -1.1212 -1.9274 -1.1499  -0.021
N1 0.1501 -1.2530 -0.9800  0.065
C3 1.1585 -1.8139 -0.2856  -0.142
C4 2.3495 -1.1721 -0.0793  -0.140
C5 2.5505 0.1082 -0.6285  -0.158
C6 3.8332 0.8175 -0.4509  -0.206
C7 4.6796 1.0186 -1.5355  -0.017
C8 5.8895 1.6698 -1.3795  -0.076
C9 6.2677 2.1381 -0.1323  -0.080
C10 5.4324 1.9636 0.9570  -0.099
C11 4.2248 1.3068 0.7919  -0.583
Cl1 3.1637 1.1353 2.1497  0.745
C12 1.5293 0.6732 -1.3431  0.080
C13 0.2587 0.0438 -1.5082  -0.406
O2 -0.7170 0.5478 -2.0598  0.014
C14 3.2738 -2.0090 0.7537  -0.133
C15 2.6094 -3.3966 0.7364  -0.151
C16 1.1336 -3.1575 0.3719  -0.093
N2 -2.5246 -0.3280 -0.0518  0.091
C17 -3.4561 0.2162 0.9029  -0.107
C18 -4.8628 0.3411 0.2844  -0.324
C19 -5.8373 1.0504 1.2304  -0.125
C20 -5.5934 2.5272 0.9054  -0.152
C21 -5.0230 2.4927 -0.5251  -0.188
O3 -4.8473 1.1326 -0.8843  -0.102
H1 -0.9728 -3.0060 -1.1806  0.126
H2 -1.5607 -1.5734 -2.0866  0.136
H3 4.3768 0.6501 -2.5043  0.122
H4 6.5364 1.8135 -2.2314  0.104
H5 7.2110 2.6469 -0.0052  0.105
H6 5.7095 2.3359 1.9307  0.104
H7 1.6322 1.6565 -1.7747  0.131
H8 4.2886 -2.0274 0.3545  0.120
H9 3.3243 -1.6110 1.7700  0.089
H10 2.7141 -3.9109 1.6893  0.109
H11 3.0760 -4.0138 -0.0324  0.112
H12 0.7482 -3.9433 -0.2783  0.117
H13 0.4916 -3.1191 1.2557  0.128
H14 -2.2971 0.2340 -0.8681  0.120
H15 -3.4908 -0.4641 1.7568  0.129
H16 -3.1025 1.1988 1.2268  0.133
H17 -5.2015 -0.6554 -0.0157  0.155
H18 -6.8595 0.7685 0.9790  0.115
H19 -5.6498 0.8086 2.2736  0.114
H20 -4.8717 2.9618 1.5964  0.104
H21 -6.5088 3.1123 0.9583  0.105
H22 -5.7059 2.9318 -1.2575  0.118
H23 -4.0644 3.0225 -0.5878  0.117

Computed properties:
Gap between HOMO and LUMO ... 8.621 eV
Largest force on an atom ... 0.9 eV/Å
SMILES ... O=C(Cn1c2c(c(-c3ccccc3Cl)cc1=O)CCC2)NC[C@H]1CCCO1
Energy above the lowest of the compared OMol25 structures with the same formula, charge and spin ... 41.7 kJ/mol
Highest occupied orbital energy ... -8.1 eV